Density functional theory data (ωB97M-V/def2-TZVPD) for a structure of composition C37H37Cl3O2P2Pt.

Last column: Löwdin charge in e.
CARTESIAN COORDINATES (ANGSTROEM)
1 Pt -0.02 0.72 -2.37  0.85
2 C -2.21 1.02 -5.38  -0.02
3 C -1.91 -0.29 -5.28  -0.09
4 C -1.11 -0.93 -6.39  -0.13
5 C 0.24 -0.22 -6.61  -0.14
6 C 0.82 0.52 -5.42  -0.10
7 C 0.35 1.68 -4.91  -0.14
8 C -0.46 2.66 -5.75  -0.13
9 C -1.70 2.01 -6.37  -0.13
10 C 1.08 0.75 -0.52  -0.19
11 H -3.02 1.49 -4.81  0.11
12 H -2.55 -1.03 -4.74  0.09
13 H -1.69 -0.89 -7.34  0.16
14 H -0.97 -2.00 -6.21  0.11
15 H 0.97 -0.98 -6.92  0.13
16 H 0.12 0.42 -7.49  0.12
17 H 1.79 0.13 -5.10  0.07
18 H 0.69 2.16 -3.98  0.06
19 H 0.18 3.12 -6.53  0.14
20 H -0.76 3.49 -5.11  0.12
21 H -2.46 2.79 -6.54  0.14
22 H -1.51 1.57 -7.34  0.12
23 H 0.75 1.63 0.06  0.04
24 H 2.18 0.74 -0.56  0.02
25 H 0.71 -0.15 -0.05  0.04
26 P -1.47 -0.99 -2.86  0.91
27 P 2.04 -0.29 -2.68  0.99
28 C -0.11 -1.91 -3.68  -0.29
29 C 1.25 -1.65 -3.58  -0.30
30 C -2.36 -2.36 -2.09  -0.35
31 C -2.80 -3.39 -2.95  -0.10
32 C -3.66 -4.37 -2.44  -0.05
33 C -4.04 -4.32 -1.09  -0.04
34 C -3.59 -3.30 -0.24  -0.04
35 C -2.72 -2.33 -0.73  -0.07
36 C -2.88 0.33 -2.76  -0.36
37 C -2.55 1.69 -2.65  -0.19
38 C -3.52 2.68 -2.67  -0.04
39 C -4.85 2.30 -2.89  -0.03
40 C -5.19 0.96 -3.04  -0.04
41 C -4.21 -0.03 -2.99  -0.08
42 C 3.37 -1.13 -1.77  -0.33
43 C 3.08 -2.34 -1.11  -0.07
44 C 4.12 -3.10 -0.57  -0.04
45 C 5.44 -2.65 -0.68  -0.03
46 C 5.73 -1.44 -1.32  -0.04
47 C 4.70 -0.67 -1.85  -0.06
48 C 2.81 1.41 -2.95  -0.36
49 C 2.34 2.57 -2.30  -0.14
50 C 2.85 3.84 -2.61  -0.04
51 C 3.80 3.96 -3.61  -0.04
52 C 4.25 2.83 -4.31  -0.04
53 C 3.81 1.55 -3.93  -0.11
54 H -0.48 -2.83 -4.16  0.08
55 H 1.94 -2.30 -4.14  0.10
56 H -2.48 -3.41 -3.99  0.10
57 H -4.03 -5.15 -3.12  0.12
58 H -4.69 -5.11 -0.70  0.12
59 H -3.93 -3.24 0.80  0.12
60 H -2.34 -1.52 -0.11  0.06
61 H -1.48 2.06 -2.77  0.08
62 H -3.20 3.72 -2.56  0.13
63 H -5.63 3.08 -2.90  0.13
64 H -6.23 0.67 -3.17  0.13
65 H -4.48 -1.08 -3.17  0.13
66 H 2.04 -2.68 -1.04  0.11
67 H 3.89 -4.04 -0.06  0.12
68 H 6.25 -3.25 -0.27  0.12
69 H 6.76 -1.09 -1.42  0.12
70 H 4.94 0.28 -2.32  0.09
71 H 1.52 2.55 -1.58  0.07
72 H 2.44 4.70 -2.07  0.13
73 H 4.19 4.95 -3.86  0.13
74 H 4.94 2.93 -5.15  0.12
75 H 4.27 0.65 -4.39  0.13
76 Cl -3.22 2.75 2.38  0.67
77 C -2.91 1.31 1.41  -1.44
78 Cl -2.36 -0.05 2.46  0.62
79 Cl -4.39 0.81 0.51  0.64
80 C -1.77 1.61 0.32  -0.74
81 O -1.27 2.74 0.20  0.03
82 O -1.52 0.53 -0.31  -0.14

Properties
Relative energy (zero: lowest compared OMol25 entry of this formula, charge and spin) in kcal/mol: 103.6
Total charge: +2
HOMO energy (spin up / spin down) in eV: -12.09 / -14.32
Electronic energy in hartree: -3764.1875
2S+1: 5
Strongest force on any atom in eV/A: 4.2

Density functional theory data (ωB97M-V/def2-TZVPD) for a structure of composition C37H37Cl3O2P2Sr.

Last column: Löwdin charge in e.
CARTESIAN COORDINATES (ANGSTROEM)
1 Sr 1.49 -0.83 2.29  1.44
2 C -2.79 0.33 6.26  -0.13
3 C -2.73 0.17 4.92  -0.12
4 C -3.32 1.16 3.94  -0.19
5 C -2.32 2.02 3.12  -0.20
6 C -1.41 2.93 3.91  -0.12
7 C -1.36 2.92 5.25  -0.12
8 C -2.49 2.91 6.23  -0.19
9 C -2.63 1.59 7.07  -0.18
10 C 3.28 0.32 3.81  -0.38
11 H -3.05 -0.53 6.88  0.11
12 H -2.28 -0.77 4.56  0.10
13 H -3.98 1.85 4.50  0.10
14 H -3.97 0.63 3.24  0.10
15 H -1.61 1.32 2.66  0.09
16 H -2.85 2.59 2.34  0.11
17 H -0.73 3.59 3.34  0.10
18 H -0.40 2.97 5.76  0.11
19 H -3.44 3.15 5.72  0.10
20 H -2.40 3.72 6.98  0.11
21 H -1.77 1.48 7.76  0.11
22 H -3.52 1.66 7.73  0.10
23 H 3.37 -0.13 4.83  -0.10
24 H 3.25 1.42 3.94  -0.07
25 H 4.24 0.13 3.28  -0.09
26 P 0.11 -2.26 -2.75  1.00
27 P 2.08 0.29 -3.21  1.00
28 C -0.49 -0.72 -3.45  -0.35
29 C 0.33 0.33 -3.72  -0.35
30 C -0.64 -3.40 -4.02  -0.38
31 C -1.76 -3.07 -4.80  -0.10
32 C -2.20 -3.90 -5.84  -0.08
33 C -1.57 -5.12 -6.07  -0.08
34 C -0.46 -5.49 -5.29  -0.09
35 C 0.02 -4.62 -4.30  -0.11
36 C -1.00 -2.40 -1.27  -0.37
37 C -0.71 -1.56 -0.17  -0.15
38 C -1.52 -1.62 0.97  -0.12
39 C -2.61 -2.50 1.01  -0.07
40 C -2.86 -3.36 -0.06  -0.06
41 C -2.04 -3.33 -1.20  -0.07
42 C 2.70 0.93 -4.87  -0.36
43 C 2.48 0.13 -6.02  -0.11
44 C 2.87 0.59 -7.28  -0.09
45 C 3.46 1.85 -7.43  -0.09
46 C 3.66 2.64 -6.30  -0.09
47 C 3.29 2.19 -5.03  -0.09
48 C 2.15 1.84 -2.24  -0.43
49 C 3.31 2.03 -1.47  -0.12
50 C 3.45 3.19 -0.72  -0.08
51 C 2.43 4.16 -0.72  -0.08
52 C 1.28 3.96 -1.49  -0.08
53 C 1.13 2.80 -2.25  -0.09
54 H -1.56 -0.62 -3.66  0.07
55 H -0.02 1.21 -4.28  0.09
56 H -2.31 -2.15 -4.61  0.09
57 H -3.05 -3.60 -6.46  0.11
58 H -1.92 -5.80 -6.85  0.10
59 H 0.04 -6.45 -5.45  0.11
60 H 0.91 -4.89 -3.73  0.10
61 H 0.12 -0.84 -0.22  0.07
62 H -1.36 -0.91 1.80  0.07
63 H -3.27 -2.50 1.88  0.11
64 H -3.71 -4.05 -0.04  0.11
65 H -2.21 -4.02 -2.03  0.10
66 H 1.97 -0.83 -5.93  0.10
67 H 2.69 -0.03 -8.16  0.10
68 H 3.77 2.20 -8.41  0.10
69 H 4.09 3.64 -6.41  0.10
70 H 3.42 2.85 -4.17  0.10
71 H 4.07 1.25 -1.47  0.10
72 H 4.35 3.33 -0.13  0.11
73 H 2.53 5.04 -0.09  0.11
74 H 0.47 4.70 -1.47  0.11
75 H 0.23 2.65 -2.84  0.09
76 Cl 1.88 -1.53 7.98  0.61
77 C 1.34 -1.91 6.34  -1.45
78 Cl 2.81 -2.50 5.40  0.52
79 Cl 0.13 -3.19 6.34  0.60
80 C 0.60 -0.65 5.62  -0.73
81 O 0.06 0.12 6.39  0.02
82 O 0.48 -0.69 4.31  -0.40

Properties
Relative energy (zero: lowest compared OMol25 entry of this formula, charge and spin) in kcal/mol: 55.7
HOMO energy in eV: -6.97
Electronic energy in hartree: -3676.4080
Strongest force on any atom in eV/A: 2.2

Q: Which of these has the lowest strongest force on any atom?
A: C37H37Cl3O2P2Sr

Q: relative energy (zero: lowest compared OMol25 entry of this formula, charge and spin) of number 2 (C37H37Cl3O2P2Sr)?
A: 55.7 kcal/mol

Q: Number 1 is which compound?
A: C37H37Cl3O2P2Pt

Q: Which value of relative energy (zero: lowest compared OMol25 entry of this formula, charge and spin) does entry 2 give?
A: 55.7 kcal/mol